Record 1
This record from the Open Molecules 2025 dataset describes a molecular structure, C34H66F5GaN2O11PS2 at a distorted geometry. The level of theory is ωB97M-V/def2-TZVPD.

```
122
Properties=species:S:1:pos:R:3:forces:R:3:mulliken_charge:R:1
C 5.30428 -0.25201 -2.26047 -0.107 -0.557 0.139 -1.108
C 4.14242 -0.05673 -1.30850 0.436 -0.399 0.290 0.387
C 4.23656 -0.63773 0.09336 0.307 -0.527 -0.544 -1.118
N 3.10379 0.52317 -1.67658 -0.815 1.753 0.202 0.130
Ga 3.04478 2.40809 -1.59499 0.408 -0.728 -0.133 -0.122
C 3.99698 3.25235 -0.00324 -0.076 0.290 -0.465 -0.463
O 5.17137 3.97994 -0.49514 -0.039 0.202 -0.464 -0.054
N 4.91701 5.33721 -0.53160 -0.307 -0.096 -0.142 0.056
O 5.56522 5.89632 -1.34406 0.125 -0.326 0.396 -0.291
P 4.00508 3.35865 -3.56511 -0.538 -0.583 -0.212 0.119
S 3.20892 2.52759 -5.16816 -0.080 0.021 -0.369 -0.486
S 0.78272 3.08187 -1.56630 1.051 0.219 -0.014 1.115
O 0.50544 3.68502 -0.28010 -0.342 -0.095 0.906 -0.728
O 0.52756 3.91891 -2.70867 -0.428 0.113 -0.861 -0.680
C -0.40827 1.64303 -1.65245 -1.149 1.664 0.170 0.439
F -0.11990 0.72811 -0.76130 0.887 -1.274 1.259 -0.170
F -0.43478 1.09421 -2.84091 0.401 -0.579 -1.648 -0.306
C -1.85585 2.09235 -1.33708 1.206 0.072 -0.002 0.580
F -2.03389 2.21304 -0.05597 -0.147 0.141 2.089 -0.280
F -2.16142 3.22571 -1.89332 -0.369 1.562 -1.049 -0.265
F -2.70482 1.18926 -1.75759 -1.224 -1.498 -0.820 -0.243
H 4.88678 -0.73179 -3.13438 -0.093 -0.069 -0.381 0.314
H 5.71660 0.68997 -2.59534 0.178 0.288 0.060 0.142
H 6.06659 -0.91347 -1.87031 0.411 0.049 0.160 0.421
H 4.93490 -1.46656 0.12940 0.167 -0.221 0.201 0.443
H 4.54776 0.10465 0.81882 0.141 0.315 0.041 0.221
H 3.25079 -0.97541 0.35711 -0.398 -0.144 0.253 0.223
H 3.33268 3.99348 0.42311 -0.205 0.091 0.371 0.463
H 4.34632 2.56403 0.75158 0.069 -0.128 0.247 0.237
H 3.93945 4.77204 -3.56756 0.369 -0.071 0.051 0.066
H 5.38646 3.04373 -3.54556 -0.002 0.529 0.264 0.018
C -2.76706 -2.98265 -0.75564 -0.153 -0.109 0.108 -0.680
C -2.29345 -1.84529 0.13956 0.102 0.127 -0.113 0.674
C -1.33848 -2.56522 1.07833 -0.025 -0.094 0.123 -0.615
O -0.77241 -3.65081 0.33314 -0.155 0.025 -0.010 -0.295
C -1.50314 -3.81939 -0.88617 0.175 0.057 -0.096 -0.514
H -3.15747 -2.65184 -1.71721 0.037 0.016 -0.010 0.402
H -3.54793 -3.55695 -0.24916 -0.003 -0.007 -0.025 0.273
H -1.75251 -1.10664 -0.45250 0.007 -0.001 0.029 -0.254
H -3.09882 -1.33468 0.66519 0.026 -0.017 0.002 -0.351
H -1.86969 -2.98350 1.94176 -0.016 0.059 0.024 0.265
H -0.53796 -1.92056 1.44237 0.054 -0.047 -0.032 0.337
H -0.87663 -3.46609 -1.71173 -0.055 -0.011 -0.046 0.309
H -1.71240 -4.88008 -1.03801 0.055 -0.022 0.055 0.304
C -5.47849 0.21959 1.13399 -0.016 -0.097 -0.093 -0.325
C -6.93667 0.65583 1.03578 0.024 0.162 0.090 0.519
C -7.67198 -0.65086 1.27666 0.011 -0.126 -0.094 -0.475
O -6.84103 -1.43317 2.14555 0.045 0.069 -0.052 -0.453
C -5.54594 -0.83235 2.23291 -0.085 0.057 0.116 -0.174
H -4.78837 1.03057 1.36423 0.007 -0.004 -0.001 0.431
H -5.16197 -0.23860 0.19260 0.024 0.008 0.014 0.078
H -7.16658 1.36636 1.83391 -0.040 -0.012 -0.009 -0.321
H -7.19495 1.11800 0.08493 -0.039 -0.028 0.034 -0.024
H -7.80781 -1.20690 0.34200 -0.030 0.053 -0.029 0.281
H -8.64826 -0.50603 1.74013 0.025 -0.031 0.061 0.248
H -5.44642 -0.37582 3.22431 0.091 0.023 -0.014 0.227
H -4.78169 -1.60499 2.13026 -0.059 -0.060 0.037 0.123
C -9.60879 4.21902 3.93248 0.077 0.093 -0.114 -0.616
C -11.06131 4.07545 3.49468 -0.087 -0.046 0.126 -0.539
C -10.96524 2.95392 2.47050 0.098 -0.005 -0.161 -0.433
O -9.88378 2.11500 2.88388 -0.030 0.135 0.075 -0.352
C -9.13483 2.77365 3.90960 -0.059 -0.145 0.087 -0.302
H -9.48659 4.68904 4.90729 -0.008 -0.021 0.010 0.349
H -9.05460 4.80782 3.19795 0.012 -0.005 0.017 0.281
H -11.67697 3.76054 4.34090 -0.008 0.005 -0.015 0.252
H -11.48978 4.98870 3.08391 0.017 -0.004 -0.023 0.333
H -10.73435 3.34486 1.47370 -0.065 0.034 -0.004 0.268
H -11.87788 2.35993 2.40657 0.038 -0.061 -0.005 0.263
H -9.34267 2.27213 4.86109 0.057 0.044 0.037 0.268
H -8.06954 2.68131 3.69537 -0.012 -0.058 -0.043 0.232
C 1.52612 -7.98724 1.31971 -0.041 -0.076 0.160 -0.699
C 0.54683 -6.81928 1.28414 0.016 0.009 -0.244 -0.264
C 1.09020 -5.92075 2.37906 -0.011 0.078 0.247 -0.328
O 2.50802 -6.13097 2.41578 -0.072 -0.177 -0.051 -0.400
C 2.83720 -7.27687 1.62930 0.059 0.150 -0.123 -0.188
H 1.56250 -8.56234 0.39509 0.018 0.029 -0.014 0.365
H 1.26599 -8.66810 2.13462 0.025 -0.011 -0.011 0.299
H 0.60777 -6.30982 0.32022 -0.038 0.045 0.029 0.069
H -0.48969 -7.10953 1.44993 0.000 0.013 0.022 0.407
H 0.68042 -6.19377 3.35868 -0.058 0.000 -0.024 0.245
H 0.88172 -4.86755 2.19626 0.069 0.008 -0.029 0.093
H 3.32601 -6.93034 0.71156 0.023 -0.096 -0.029 0.249
H 3.53948 -7.90688 2.17937 0.012 0.046 0.044 0.136
C 10.15641 7.95689 -2.51768 0.031 -0.027 -0.137 -0.539
C 8.68522 7.59576 -2.34100 -0.008 0.093 0.127 -0.520
C 8.76985 6.12423 -1.96869 0.103 -0.142 -0.085 -0.063
O 10.01337 5.95259 -1.27049 0.011 0.146 -0.089 -0.412
C 10.81370 7.12362 -1.42638 -0.082 -0.025 0.152 -0.425
H 10.36370 9.02227 -2.41976 -0.001 -0.004 0.021 0.331
H 10.50476 7.63025 -3.50067 0.013 0.010 0.008 0.258
H 8.25643 8.16804 -1.51492 -0.024 -0.013 -0.014 0.280
H 8.07872 7.77306 -3.22732 -0.001 -0.026 -0.005 0.357
H 8.78818 5.48909 -2.86045 -0.069 0.020 -0.015 0.208
H 7.94999 5.80279 -1.33383 0.050 -0.071 0.046 -0.003
H 10.82566 7.66176 -0.47110 0.061 0.066 -0.034 0.263
H 11.83671 6.83337 -1.67273 -0.006 -0.055 0.026 0.271
C 6.81462 -8.48067 2.48139 -0.057 -0.015 -0.138 -0.502
C 8.30698 -8.46154 2.16985 0.071 -0.033 0.119 -0.562
C 8.50026 -7.03608 1.67083 -0.103 0.067 -0.113 -0.415
O 7.53885 -6.23160 2.35571 0.031 -0.155 -0.014 -0.398
C 6.59379 -7.07499 3.01997 0.024 0.090 0.147 -0.210
H 6.52198 -9.25621 3.18823 0.011 0.013 0.017 0.396
H 6.24299 -8.62449 1.56088 -0.011 0.001 0.015 0.239
H 8.88090 -8.62000 3.08622 0.008 -0.001 -0.014 0.269
H 8.61521 -9.21104 1.44185 -0.011 0.015 -0.018 0.331
H 8.30637 -6.96217 0.59516 0.066 -0.049 -0.018 0.271
H 9.50119 -6.65041 1.86903 -0.024 0.060 0.016 0.267
H 6.79099 -7.02635 4.09665 -0.062 -0.061 0.017 0.253
H 5.58493 -6.70446 2.83739 0.035 0.094 -0.013 0.082
C -6.93818 3.13677 -4.08083 0.025 0.143 0.058 -0.586
C -5.75662 2.23725 -3.73799 -0.028 -0.121 -0.101 -0.548
C -6.00948 1.94241 -2.26881 0.057 0.130 0.151 0.121
O -7.43323 1.96646 -2.08312 0.068 0.057 -0.206 -0.428
C -8.05225 2.51966 -3.24768 -0.043 -0.161 -0.012 -0.602
H -7.17282 3.16898 -5.14403 -0.008 -0.021 0.003 0.357
H -6.73897 4.15686 -3.74414 -0.010 -0.001 -0.015 0.267
H -5.80833 1.31435 -4.32076 0.018 0.004 0.008 0.320
H -4.78628 2.69716 -3.91572 0.002 0.006 0.036 0.334
H -5.57077 2.71376 -1.62735 0.094 -0.036 -0.017 0.179
H -5.61766 0.97281 -1.96095 -0.068 -0.012 0.049 -0.049
H -8.55006 1.70771 -3.78987 -0.031 0.052 -0.054 0.287
H -8.80672 3.24719 -2.94446 -0.006 -0.032 0.070 0.286
```
Forces are in eV/Å.

As for the charge: -1. The calculation puts the relative energy (zero: lowest compared OMol25 entry of this formula, charge and spin) at 64.2 kJ/mol. As for the lowest unoccupied orbital energy: 2.067 eV. For the electronic energy, the calculation gives -5833.9288 a.u. The calculation puts the HOMO energy at -4.61 eV.


Record 2
This record from the Open Molecules 2025 dataset describes a molecular structure, C34H68AsBN6PbSe2Si2. The level of theory is ωB97M-V/def2-TZVPD.

```
115
Properties=species:S:1:pos:R:3:forces:R:3:mulliken_charge:R:1
Pb 0.88007 -0.21701 -1.04705 -0.121 0.133 -0.236 0.911
C 2.63493 -2.77141 3.62877 0.109 0.123 -0.061 -1.563
C 1.95699 -2.76953 2.30198 -0.172 -0.065 -0.052 0.020
C 1.19934 -3.77484 1.71885 -0.087 -0.006 0.043 -0.315
C 0.83503 -3.30762 0.45403 0.033 0.094 0.036 -1.152
N 1.30658 -2.05626 0.31887 -0.037 -0.180 -0.168 0.167
N 2.01455 -1.74768 1.43397 0.112 -0.072 0.202 0.828
B 2.98850 -0.53743 1.44983 -0.174 0.026 -0.215 -0.895
N 2.21942 0.79818 1.61149 0.111 0.049 0.038 0.762
N 1.57689 1.34052 0.54201 -0.182 0.144 0.128 -0.038
C 1.30968 2.62745 0.82903 0.211 -0.079 -0.001 -0.889
C 1.78714 2.90090 2.11110 -0.169 -0.065 0.060 -0.668
C 2.35633 1.72349 2.57283 -0.098 0.135 -0.015 0.268
C 3.04151 1.47238 3.87218 0.069 -0.087 -0.089 -1.435
C 0.81122 3.62163 -0.19984 0.003 -0.007 -0.076 2.683
C 1.88690 3.71092 -1.29816 -0.093 0.047 0.088 -1.700
C -0.52978 3.21888 -0.81752 0.095 -0.054 0.101 -1.025
C 0.64360 4.99369 0.45455 0.078 -0.028 0.030 -2.299
N 3.76529 -0.49650 0.10691 0.026 -0.076 0.214 0.327
N 3.15862 -0.43553 -1.11561 0.273 0.037 -0.340 0.881
C 4.11587 -0.44035 -2.05542 -0.058 0.012 0.247 -0.567
C 5.35745 -0.50256 -1.41932 -0.030 -0.002 -0.009 -0.950
C 5.09914 -0.53688 -0.06148 0.137 -0.004 -0.254 0.540
C 6.08859 -0.60085 1.05031 -0.133 -0.021 0.098 -1.513
C 3.89034 -0.39954 -3.54804 -0.019 -0.007 -0.088 2.526
C 4.58003 0.85281 -4.10910 -0.008 -0.054 0.005 -1.635
C 4.51704 -1.66299 -4.15789 0.028 0.040 0.024 -1.678
C 2.41609 -0.35894 -3.94923 0.087 0.013 0.185 -1.904
C 0.33033 -4.14765 -0.70689 0.038 -0.058 -0.100 2.682
C 1.59172 -4.51852 -1.51581 -0.044 -0.002 0.044 -1.837
C -0.31629 -5.42905 -0.17534 0.070 0.047 0.001 -2.033
C -0.65457 -3.45725 -1.65589 0.052 0.030 0.221 -1.448
H 2.24305 -3.57550 4.24674 0.002 -0.025 -0.006 0.435
H 2.48983 -1.82499 4.14837 -0.006 -0.026 0.032 0.166
H 3.70997 -2.91917 3.51408 -0.011 -0.022 0.029 0.316
H 0.97828 -4.73491 2.15353 0.054 0.001 -0.025 0.607
H 3.75602 -0.66412 2.34415 0.013 -0.010 0.087 -0.042
H 1.73444 3.83227 2.64771 0.028 -0.002 -0.023 0.694
H 2.78543 2.25656 4.58021 0.011 0.005 0.016 0.447
H 4.12512 1.46717 3.74239 -0.009 0.009 0.040 0.288
H 2.75786 0.50789 4.29149 0.008 0.024 0.039 0.135
H 2.03482 2.74122 -1.78085 0.019 0.004 -0.054 0.237
H 2.83992 4.02116 -0.86783 0.019 -0.032 -0.031 0.418
H 1.60200 4.44261 -2.05625 -0.024 -0.033 -0.003 0.485
H -0.46324 2.27516 -1.35977 -0.033 -0.087 -0.065 -0.031
H -0.84898 3.98095 -1.53061 -0.013 0.017 0.015 0.598
H -1.29151 3.11587 -0.04138 0.008 0.038 -0.047 -0.394
H 1.58870 5.34611 0.86827 -0.023 0.034 0.007 0.506
H -0.09581 4.96028 1.25727 0.001 0.030 -0.004 0.380
H 0.31499 5.72292 -0.28618 -0.021 -0.015 -0.006 0.402
H 6.32700 -0.52177 -1.88757 -0.002 -0.006 0.031 0.609
H 7.09127 -0.60905 0.63191 0.026 0.022 0.035 0.419
H 5.95743 -1.50040 1.65249 0.009 -0.006 -0.026 0.285
H 5.98802 0.25770 1.71490 0.056 0.007 -0.016 0.279
H 5.65256 0.83002 -3.91867 -0.001 0.017 -0.005 0.356
H 4.17207 1.75790 -3.65456 0.008 0.011 -0.014 0.268
H 4.42597 0.90796 -5.18781 0.028 0.009 0.003 0.476
H 5.58885 -1.70374 -3.96535 -0.008 -0.010 -0.006 0.365
H 4.36506 -1.66970 -5.23807 0.018 -0.005 0.003 0.483
H 4.06377 -2.56274 -3.73707 -0.001 -0.011 -0.025 0.278
H 1.93295 0.56602 -3.61658 -0.051 -0.019 0.025 0.166
H 1.87399 -1.23481 -3.57589 -0.052 0.017 -0.003 0.198
H 2.34095 -0.37707 -5.03634 -0.024 -0.006 -0.004 0.638
H 2.31880 -5.02567 -0.88100 0.028 0.033 -0.004 0.419
H 2.06084 -3.61982 -1.92401 0.034 -0.025 -0.017 0.239
H 1.33792 -5.18744 -2.33999 -0.040 0.028 0.007 0.509
H 0.41184 -6.03208 0.36657 -0.048 -0.052 -0.005 0.425
H -0.69196 -6.02555 -1.00685 0.002 -0.013 0.009 0.443
H -1.15011 -5.21135 0.49611 -0.013 0.002 -0.013 0.287
H -0.31141 -2.47100 -1.96729 0.005 0.037 -0.115 0.023
H -1.64610 -3.35541 -1.21512 -0.071 0.059 0.066 0.089
H -0.76547 -4.05915 -2.55792 -0.005 0.006 -0.003 0.595
C -0.43512 -0.68441 4.44665 0.007 -0.048 -0.086 -1.300
Se -1.00305 -0.24599 2.63632 -0.195 -0.040 -0.035 0.426
C -2.54318 -1.48407 2.61763 0.158 0.258 0.031 -0.770
C -2.69645 -2.23885 1.31140 0.026 -0.006 0.048 0.392
Se -3.82935 -1.42116 -0.06936 -0.007 -0.317 0.181 -0.069
C -5.52628 -1.52076 0.87483 -0.076 0.083 0.067 -0.827
H -1.28237 -0.58393 5.11995 0.039 0.036 0.040 0.496
H 0.33217 0.03571 4.72163 -0.004 0.006 0.019 0.307
H -0.03207 -1.69375 4.48383 -0.005 0.004 0.006 0.288
H -3.44429 -0.93931 2.89574 -0.019 -0.059 0.019 0.040
H -2.32923 -2.20522 3.40559 -0.032 -0.020 -0.001 0.661
H -3.15254 -3.21794 1.47165 -0.046 0.009 -0.084 0.613
H -1.72537 -2.38525 0.84249 0.001 -0.059 -0.127 -0.811
H -5.54409 -2.46066 1.42216 0.037 -0.015 -0.025 0.438
H -6.32766 -1.50923 0.14094 0.061 0.048 -0.065 0.395
H -5.61728 -0.67680 1.55099 0.002 -0.050 0.038 0.010
C -5.50386 0.32582 -2.53447 0.196 0.061 0.203 -1.155
Si -3.93434 1.33070 -2.25354 -0.012 -0.077 -0.382 0.257
C -4.21858 3.17650 -2.45947 0.057 -0.217 0.291 -0.886
C -2.55379 0.73562 -3.39646 -0.155 0.060 0.200 -0.716
As -3.04261 0.84261 -0.03424 -0.175 0.403 0.048 0.686
Si -4.53182 2.11230 1.44593 -0.159 0.134 0.118 0.251
C -6.30746 2.12617 0.81451 0.344 -0.017 0.028 -0.934
C -3.70964 3.79374 1.27499 0.006 -0.269 -0.114 -0.949
C -4.44168 1.53064 3.23424 0.064 -0.040 -0.289 -1.015
H -5.99665 0.63435 -3.45849 0.059 0.033 -0.037 0.430
H -6.22783 0.44696 -1.72586 0.010 0.021 -0.031 0.328
H -5.27233 -0.73803 -2.62976 -0.010 0.010 -0.039 0.342
H -4.46470 3.39630 -3.50051 0.012 -0.097 -0.035 0.432
H -3.32363 3.74850 -2.20612 -0.003 -0.005 -0.016 0.208
H -5.04295 3.54498 -1.84603 0.016 -0.013 -0.001 0.295
H -2.92097 0.56644 -4.41090 -0.071 0.030 0.017 0.536
H -2.11868 -0.20397 -3.04454 -0.027 -0.008 -0.015 -0.011
H -1.75513 1.47814 -3.45940 0.012 -0.002 0.053 0.227
H -6.35329 2.15834 -0.27473 -0.042 0.046 0.038 0.162
H -6.80254 3.02331 1.19370 0.003 0.007 0.019 0.428
H -6.88505 1.26796 1.16008 0.015 -0.016 -0.019 0.363
H -3.59727 4.08783 0.22917 -0.013 0.036 0.038 0.273
H -2.72025 3.78836 1.73810 -0.019 -0.005 0.011 0.151
H -4.30862 4.55914 1.77223 -0.052 -0.039 0.029 0.495
H -5.03478 0.63658 3.43668 -0.007 0.012 -0.029 0.357
H -4.83063 2.32008 3.88251 -0.044 0.053 -0.084 0.493
H -3.40848 1.34550 3.53257 0.020 0.002 -0.010 0.115
```
Forces are in eV/Å.

As for the charge: +2. The calculation puts the relative energy (zero: lowest compared OMol25 entry of this formula, charge and spin) at 0.0 kJ/mol. As for the lowest unoccupied orbital energy: -4.942 eV. For the electronic energy, the calculation gives -9499.9265 a.u. The calculation puts the HOMO energy at -13.24 eV.